Formula: C5H7CuO3
Source: the OMol25 dataset
Level of theory: ωB97M-V/def2-TZVPD

- highest occupied orbital energy (spin up / spin down) (eV) = -2.17 / -2.39
- frontier orbital gap (spin up / spin down) (eV) = 3.54 / 3.73
- spin multiplicity = 2
- LUMO energy (spin up / spin down) (Eh) = 0.0505 / 0.0490
- ⟨S²⟩ = 0.7582
- net charge = -1
- strongest force on any atom (eV/Å) = 3.8
- energy above the lowest of the compared OMol25 structures with the same formula, charge and spin (kcal/mol) = 114.3

Geometry (Å):
O -1.178 0.053 -0.217
Cu -2.154 -1.142 1.201
O 0.027 -1.118 1.223
C 0.037 -0.296 0.288
C -1.241 1.437 -0.786
C -2.524 2.098 -0.613
H -0.336 1.827 -0.109
H -0.855 1.340 -1.813
H -3.237 1.338 -0.209
O 1.013 -0.149 -0.560
C 2.328 -0.826 -0.355
C 3.355 0.132 -0.919
H 2.453 -0.888 0.740
H 3.257 0.261 -2.010
H 4.360 -0.282 -0.739
H 3.330 1.146 -0.467

Forces on the atoms, in the same order (eV/Å):
-0.138 -0.982 0.696
0.723 0.513 -0.262
-0.638 0.281 1.117
1.059 -2.251 -2.840
1.608 1.324 1.456
-0.033 -0.195 0.015
-1.686 0.457 -1.650
-0.127 0.111 0.163
-0.041 0.144 -0.081
-0.519 0.642 1.310
-0.042 -0.058 0.319
0.063 0.124 -0.101
-0.026 -0.054 -0.299
0.002 -0.044 0.263
-0.258 0.052 -0.014
0.053 -0.063 -0.092

***

Formula: C5H7F
Source: the OMol25 dataset
Level of theory: ωB97M-V/def2-TZVPD

- highest occupied orbital energy (spin up / spin down) (eV) = -7.28 / -8.30
- frontier orbital gap (spin up / spin down) (eV) = 7.45 / 8.46
- LUMO energy (spin up / spin down) (Eh) = 0.0063 / 0.0059
- strongest force on any atom (eV/Å) = 4.1
- energy above the lowest of the compared OMol25 structures with the same formula, charge and spin (kcal/mol) = 86.5

Geometry (Å):
C -2.421 -0.068 0.225
C -1.183 -0.295 -0.217
C 1.264 0.541 -0.697
C 1.852 0.173 0.670
C -0.167 0.711 -0.355
F -0.450 1.883 0.166
H -3.035 -0.810 -0.030
H -2.775 0.860 0.516
H -0.854 -1.219 -0.483
H 1.707 1.524 -0.902
H 1.329 -0.261 -1.568
H 1.458 -0.786 0.897
H 2.389 0.849 1.303

Forces on the atoms, in the same order (eV/Å):
1.901 0.840 -0.326
1.925 3.617 0.397
0.853 -0.590 -0.523
-1.197 -0.731 -2.409
-0.338 -1.586 0.730
-0.529 1.585 0.362
-2.972 -2.791 -0.142
-0.537 1.558 0.557
0.530 -2.717 -1.063
-0.333 -0.318 -0.948
0.449 1.677 1.852
0.358 -0.675 1.271
-0.109 0.132 0.241

***

Formula: C5H7F3N2O
Source: the OMol25 dataset
Level of theory: ωB97M-V/def2-TZVPD

- highest occupied orbital energy (spin up / spin down) (eV) = -5.07 / -9.80
- frontier orbital gap (spin up / spin down) (eV) = 5.87 / 9.10
- spin multiplicity = 3
- LUMO energy (spin up / spin down) (Eh) = 0.0291 / -0.0259
- ⟨S²⟩ = 2.0228
- strongest force on any atom (eV/Å) = 5.5

Geometry (Å):
C -1.183 -1.930 -0.666
C 0.119 -2.225 -0.455
C -1.418 -0.618 -0.072
C -0.237 0.679 1.569
C -2.715 0.147 -0.060
N 0.672 -1.147 0.381
N -0.323 -0.244 0.656
O 0.863 1.885 -1.401
F -3.285 -0.024 1.130
F -2.609 1.437 -0.283
F -3.633 -0.439 -0.885
H -1.768 -2.599 -1.372
H 0.806 -3.091 -0.648
H -0.990 1.510 1.419
H 0.629 0.865 2.146
H 0.735 2.875 -1.734
H 1.528 -1.254 0.892
H 0.084 1.636 -0.773

Forces on the atoms, in the same order (eV/Å):
-0.838 0.706 -1.011
2.386 1.087 2.398
-2.521 -2.196 -2.404
-1.987 4.518 2.413
0.405 -3.106 0.075
0.684 -3.002 -2.322
0.996 -2.411 -2.304
-1.984 2.208 0.406
-0.608 0.682 1.652
-0.094 1.005 -0.500
0.823 0.754 -0.570
0.262 1.493 1.299
-1.142 1.100 -0.011
1.171 -0.942 0.570
0.698 -0.158 0.256
0.028 -3.329 1.376
-0.279 0.448 0.502
2.002 1.143 -1.825

***

Formula: C5H7F3N2S
Source: the OMol25 dataset
Level of theory: ωB97M-V/def2-TZVPD

- highest occupied orbital energy (eV) = -8.22
- frontier orbital gap (eV) = 8.95
- SMILES = CC1=NN(C)[C@@H](C(F)(F)F)S1
- LUMO energy (Eh) = 0.0268
- strongest force on any atom (eV/Å) = 4.0
- energy above the lowest of the compared OMol25 structures with the same formula, charge and spin (kcal/mol) = 10.4

Geometry (Å):
C -1.143 -2.286 0.814
C -0.244 -1.279 0.245
N -0.216 -0.065 0.566
N 0.762 0.695 0.052
C 0.668 2.101 -0.054
C 1.748 -0.058 -0.647
C 3.066 0.044 0.125
F 3.706 1.216 0.154
F 3.054 -0.426 1.427
F 3.984 -0.781 -0.455
S 1.237 -1.742 -0.767
H -1.899 -2.790 0.093
H -1.815 -1.586 1.558
H -0.698 -3.118 1.455
H 0.007 2.444 0.737
H 1.668 2.454 0.051
H 0.344 2.620 -1.046
H 1.877 0.374 -1.616

Forces on the atoms, in the same order (eV/Å):
-3.408 0.016 2.115
2.133 -0.680 -0.581
-1.781 0.917 0.481
-0.630 -1.485 -0.020
-0.658 1.386 -1.193
1.093 1.102 0.660
2.743 -2.078 0.986
-0.990 0.703 -0.005
-1.051 0.922 -1.183
-0.324 -0.151 -0.575
-1.297 -0.606 0.224
1.482 0.960 0.887
1.420 -2.027 -1.680
-0.178 1.293 -0.993
0.187 0.196 0.032
0.656 0.759 0.579
-0.038 -1.475 1.127
0.642 0.249 -0.860

***

Formula: C5H7F3NO
Source: the OMol25 dataset
Level of theory: ωB97M-V/def2-TZVPD

- highest occupied orbital energy (eV) = -15.28
- frontier orbital gap (eV) = 7.78
- LUMO energy (Eh) = -0.2755
- net charge = +1
- strongest force on any atom (eV/Å) = 6.4
- energy above the lowest of the compared OMol25 structures with the same formula, charge and spin (kcal/mol) = 15.4

Geometry (Å):
C -0.641 0.811 1.197
C -0.281 -0.326 0.476
C -0.601 -1.663 1.052
C 0.371 -1.299 -1.713
C 0.559 2.528 0.042
N 0.147 -0.233 -0.766
O -0.238 2.037 1.017
F 0.944 3.735 0.313
F 0.014 2.594 -1.154
F 1.597 1.685 -0.167
H -1.420 0.741 2.015
H -1.035 -1.601 2.127
H 0.331 -2.118 1.310
H -1.117 -2.253 0.297
H 0.375 -2.315 -1.434
H 1.325 -1.010 -2.233
H -0.328 -1.315 -2.378

Forces on the atoms, in the same order (eV/Å):
-0.520 2.090 0.340
0.423 -2.657 -2.551
-0.504 0.421 2.374
4.862 1.182 3.605
3.057 -0.438 -4.101
-0.853 0.815 1.000
-2.192 -0.791 1.829
0.181 -0.006 1.368
-1.722 -0.100 -0.008
0.472 0.984 1.424
1.209 0.116 -0.786
-0.115 -0.168 -2.110
0.875 -0.646 -0.274
-0.329 -0.182 0.627
0.488 -1.203 1.342
-0.845 -0.335 0.356
-4.487 0.918 -4.435

***

Formula: C5H7FN2
Source: the OMol25 dataset
Level of theory: ωB97M-V/def2-TZVPD

- highest occupied orbital energy (eV) = -8.87
- frontier orbital gap (eV) = 9.56
- SMILES = FC[C@@H]1[C@@H]2N=CN[C@H]12
- LUMO energy (Eh) = 0.0251
- strongest force on any atom (eV/Å) = 4.3
- energy above the lowest of the compared OMol25 structures with the same formula, charge and spin (kcal/mol) = 66.2

Geometry (Å):
F 2.664 -0.167 -0.376
C 1.408 0.381 -0.480
C 0.671 0.070 0.784
C -0.517 -0.913 0.839
N -1.123 -1.257 -0.405
C -1.597 -0.187 -0.911
N -1.342 1.025 -0.244
C -0.687 0.662 0.919
H 1.266 1.643 -0.624
H 0.854 -0.230 -1.290
H 1.241 0.202 1.732
H -0.614 -1.683 1.612
H -2.228 -0.070 -1.833
H -1.842 2.043 -0.368
H -1.071 1.130 1.796

Forces on the atoms, in the same order (eV/Å):
0.473 0.827 -0.326
-2.303 0.912 -0.620
-0.066 0.412 1.388
0.538 1.031 -0.238
-0.592 0.229 -0.209
-1.217 1.757 -1.640
-2.215 1.977 -1.859
0.346 -0.948 1.988
1.253 -3.606 -0.062
1.057 1.543 0.684
-0.238 -0.460 -0.908
0.144 0.665 -0.067
0.940 -0.640 0.791
1.527 -4.056 0.316
0.354 0.356 0.763

***

Formula: C5H7FO
Source: the OMol25 dataset
Level of theory: ωB97M-V/def2-TZVPD

- highest occupied orbital energy (eV) = -9.98
- frontier orbital gap (eV) = 10.68
- SMILES = O[C@@H]1C=C[C@H](F)C1
- LUMO energy (Eh) = 0.0257
- strongest force on any atom (eV/Å) = 4.6
- energy above the lowest of the compared OMol25 structures with the same formula, charge and spin (kcal/mol) = 41.1

Geometry (Å):
O -0.135 -0.456 -2.213
C 0.651 -0.316 -1.070
C 0.107 -1.374 -0.130
C -0.221 -0.973 1.106
C 0.068 0.504 1.120
F -0.849 1.416 1.574
C 0.295 0.931 -0.222
H 0.441 -1.234 -2.626
H 1.792 -0.284 -1.218
H 0.193 -2.466 -0.314
H -0.383 -1.513 2.132
H 0.924 0.819 1.614
H 1.024 1.623 -0.413
H -0.677 1.329 -0.464

Forces on the atoms, in the same order (eV/Å):
2.911 -2.333 -2.760
-0.772 0.447 2.595
1.419 -2.412 1.761
0.375 0.669 1.371
0.346 0.069 1.169
-1.933 0.170 1.619
-1.211 -1.650 -3.980
-2.513 2.283 0.301
-1.604 -0.607 -0.093
-0.222 0.776 -0.409
-0.106 0.695 -2.573
1.875 -0.428 1.979
1.656 2.174 0.131
-0.222 0.147 -1.112

***

Formula: C5H7FO
Source: the OMol25 dataset
Level of theory: ωB97M-V/def2-TZVPD

- highest occupied orbital energy (eV) = -9.27
- frontier orbital gap (eV) = 10.25
- SMILES = C/C(F)=C/[C@H]1CO1
- LUMO energy (Eh) = 0.0361
- strongest force on any atom (eV/Å) = 3.0
- energy above the lowest of the compared OMol25 structures with the same formula, charge and spin (kcal/mol) = 34.2

Geometry (Å):
C -0.420 1.769 -1.883
C 0.098 0.570 -1.168
F 0.590 -0.331 -2.048
C 0.020 0.350 0.118
C 0.043 -0.868 0.926
C 0.534 -0.818 2.333
O -0.887 -0.880 2.025
H -1.402 1.555 -2.340
H -0.563 2.599 -1.172
H 0.245 2.074 -2.655
H -0.245 1.190 0.622
H 0.166 -1.781 0.308
H 1.014 -1.707 2.778
H 0.927 0.073 2.734

Forces on the atoms, in the same order (eV/Å):
-0.618 0.359 0.857
0.004 0.097 -1.316
-0.206 -0.523 0.136
0.101 -1.478 -0.310
1.084 -0.644 0.144
-0.585 -1.752 -1.170
1.164 -0.099 -0.077
0.391 -0.072 0.174
0.048 -0.306 -0.310
0.584 0.298 -0.658
-1.034 2.342 1.653
-0.283 0.288 0.856
-0.658 0.234 -0.297
0.010 1.255 0.317